Molecular formula: C22H44N9O3
Method: DFT, ωB97M-V/def2-TZVPD

**Spin multiplicity**: 3
**<S²>**: 3.060
**Total charge**: +1
**HOMO energy (alpha / beta)**: -10.53 / -11.07 eV
**Kohn-Sham gap (alpha / beta)**: 5.78 / 3.37 eV

XYZ file:
```
78
Properties=species:S:1:pos:R:3:mulliken_charge:R:1
O 4.442 0.998 2.443 -0.513
O 0.635 -0.606 -1.140 -0.202
O -8.505 -0.624 -1.533 -0.478
N 4.529 -3.103 0.020 -0.610
N 4.959 2.132 1.788 0.277
N 3.404 -2.506 -2.876 -0.440
N 1.692 -2.348 -6.276 -0.631
N -7.635 -1.695 -1.255 0.237
N 1.518 -1.266 -1.944 0.471
N 1.319 -1.455 -3.329 -0.212
N 2.641 -2.623 -5.299 0.096
N -1.776 -1.795 -1.787 -0.368
C -6.268 -1.312 -1.747 1.876
C -5.522 -0.343 -0.783 -1.317
C 2.836 -1.935 -1.594 0.131
C 6.385 2.956 3.725 -1.170
C 4.194 4.323 0.870 -1.681
C 7.146 3.289 1.347 -1.824
C -6.280 -0.612 -3.150 -1.821
C -7.034 -0.972 1.107 -1.225
C 3.452 -2.002 -0.053 -0.225
C 7.206 1.038 2.301 -1.776
C 4.097 3.914 3.400 -1.430
C -7.181 -3.417 0.519 -1.823
C 3.986 3.259 1.991 1.894
C -0.717 -1.209 -1.294 0.467
C 2.487 2.831 1.824 -1.889
C -5.588 -0.743 0.683 -0.456
C 5.522 4.207 3.844 -0.475
C -7.758 -2.009 0.212 1.581
C 6.358 2.351 2.299 1.642
C -5.430 -2.605 -1.987 -1.663
C -9.246 -2.115 0.678 -1.693
C 2.440 -2.213 -4.004 0.262
H 0.893 -3.010 -6.062 0.325
H 6.035 2.217 4.457 0.360
H 6.792 4.323 1.360 0.377
H -7.398 -3.713 1.554 0.422
H 5.515 4.546 4.887 0.388
H 8.252 1.245 2.557 0.419
H -9.310 -2.466 1.715 0.403
H -5.261 -0.482 -3.527 0.432
H 7.198 0.563 1.313 0.424
H 4.384 5.320 1.277 0.320
H -6.834 -1.205 -3.888 0.459
H 7.416 3.204 4.015 0.386
H 0.489 -1.141 -3.883 0.295
H -4.485 -2.593 -1.434 0.301
H 7.108 2.927 0.314 0.392
H -9.803 -2.826 0.057 0.431
H 1.830 3.706 1.839 0.455
H 5.014 4.077 0.190 0.352
H -7.566 -0.012 1.079 0.363
H -7.051 -1.296 2.158 0.404
H 3.845 -0.952 0.284 0.143
H -5.948 0.665 -0.875 0.414
H 3.516 4.845 3.430 0.392
H 8.205 3.338 1.631 0.420
H -5.151 0.054 1.297 0.382
H 5.148 -3.074 -0.820 0.284
H 3.322 4.402 0.209 0.476
H 4.012 -4.027 -0.022 0.282
H -4.469 -0.251 -1.080 0.256
H 5.944 5.031 3.259 0.265
H 6.852 0.306 3.036 0.343
H 2.594 -2.375 0.683 0.319
H 3.642 3.252 4.149 0.396
H -4.981 -1.636 0.864 0.258
H 3.541 -3.159 -5.486 0.303
H -6.095 -3.476 0.419 0.356
H -6.724 0.391 -3.116 0.364
H 2.143 2.176 2.634 0.354
H -7.627 -4.177 -0.131 0.395
H -9.768 -1.152 0.650 0.356
H -5.183 -2.747 -3.047 0.448
H -5.964 -3.520 -1.719 0.342
H 2.324 2.311 0.872 0.437
H 1.290 -1.399 -6.098 0.300
```

---

Molecular formula: C22H44O14Zr
Method: DFT, ωB97M-V/def2-TZVPD

**Spin multiplicity**: 1
**Total charge**: -2
**HOMO energy**: 1.84 eV
**Kohn-Sham gap**: 1.58 eV

XYZ file:
```
81
Properties=species:S:1:pos:R:3:mulliken_charge:R:1
Zr 14.280 -11.966 -16.039 0.523
O 16.295 -15.185 -19.040 -0.369
O 17.481 -9.702 -14.658 -0.789
O 11.467 -12.234 -15.857 0.376
O 13.444 -10.142 -15.193 0.438
O 13.158 -12.851 -14.010 0.496
O 15.940 -12.648 -14.694 0.052
O 12.544 -12.496 -11.799 -0.385
O 13.511 -14.182 -16.057 0.784
O 15.730 -10.327 -17.124 -0.422
O 15.927 -13.795 -17.271 0.276
O 15.269 -7.530 -15.543 -0.862
O 9.366 -11.438 -16.463 -0.412
O 12.511 -16.133 -16.927 -0.283
O 13.424 -11.980 -18.069 -0.186
C 12.912 -14.674 -12.471 -0.981
C 10.248 -12.025 -15.627 0.572
C 13.738 -10.312 -11.630 -1.027
C 14.661 -15.673 -20.803 -1.633
C 9.839 -11.071 -17.814 0.065
C 16.646 -14.420 -18.109 0.568
C 15.490 -10.619 -18.530 -0.492
C 12.919 -13.205 -12.888 0.268
C 13.451 -15.414 -16.263 0.515
C 12.416 -11.120 -11.709 0.032
C 17.624 -10.858 -13.788 -0.474
C 17.284 -12.305 -14.328 -0.595
C 11.328 -15.482 -17.311 0.596
C 9.631 -12.404 -14.280 -0.919
C 13.875 -7.429 -15.336 -0.760
C 14.998 -15.468 -19.331 0.646
C 14.430 -16.495 -15.721 -1.175
C 18.150 -14.316 -18.095 -1.490
C 12.963 -8.813 -15.165 -0.959
C 9.646 -12.398 -18.677 -0.667
C 13.969 -10.945 -18.902 -0.606
C 10.528 -16.566 -18.069 -1.568
H 15.388 -16.432 -16.237 0.175
H 14.744 -16.445 -18.921 0.096
H 16.220 -11.422 -18.643 -0.122
H 13.623 -15.958 -20.974 0.385
H 13.348 -10.062 -18.752 0.271
H 15.413 -16.284 -21.302 0.344
H 18.528 -14.261 -19.116 0.351
H 18.572 -13.542 -17.455 0.257
H 13.534 -6.894 -16.223 0.205
H 15.765 -9.820 -19.219 0.398
H 14.726 -14.664 -21.211 0.400
H 10.797 -15.114 -16.433 -0.053
H 17.549 -13.137 -13.675 0.340
H 8.790 -12.376 -19.352 0.364
H 9.839 -16.941 -17.312 0.408
H 13.244 -15.212 -13.359 -0.135
H 14.466 -10.476 -12.423 0.048
H 17.919 -12.456 -15.200 -0.268
H 9.246 -10.276 -18.265 0.422
H 9.728 -13.477 -14.117 0.205
H 16.964 -10.650 -12.946 -0.081
H 10.108 -11.880 -13.451 0.014
H 11.135 -17.409 -18.401 0.376
H 13.553 -9.247 -11.766 0.404
H 8.594 -12.110 -14.118 0.326
H 14.508 -16.325 -14.647 0.271
H 13.648 -14.806 -11.678 0.342
H 11.725 -10.724 -12.453 -0.052
H 12.248 -8.653 -14.358 0.158
H 14.140 -17.539 -15.839 0.368
H 13.718 -6.755 -14.493 0.204
H 14.204 -10.508 -10.664 0.362
H 10.568 -12.462 -19.254 0.197
H 11.642 -14.696 -17.998 0.073
H 12.390 -8.884 -16.089 -0.010
H 13.947 -11.152 -19.972 0.351
H 14.348 -14.698 -18.915 -0.061
H 18.601 -10.980 -13.321 0.335
H 9.665 -13.306 -18.075 -0.008
H 9.876 -16.253 -18.885 0.328
H 10.836 -10.633 -17.766 -0.158
H 11.972 -10.938 -10.730 0.331
H 11.975 -15.108 -12.124 0.312
H 18.464 -15.244 -17.617 0.374
```

---

Molecular formula: C22H45BF4N6O2
Method: DFT, ωB97M-V/def2-TZVPD

**Relative energy (zero: lowest compared OMol25 entry of this formula, charge and spin)**: 0.000 eV
**Spin multiplicity**: 1
**Total charge**: 0
**HOMO energy**: -9.20 eV
**Kohn-Sham gap**: 8.39 eV

XYZ file:
```
80
Properties=species:S:1:pos:R:3:mulliken_charge:R:1
F 0.894 1.594 0.969 -0.213
F -1.355 2.192 0.886 -0.356
F -0.736 0.371 1.903 -0.535
F -0.605 0.370 -0.342 -0.140
O -2.649 1.617 3.909 -0.585
O 1.116 -3.378 2.499 -0.569
N 3.936 4.595 -1.318 -0.493
N 4.763 -0.293 -0.904 -0.589
N 1.378 3.520 -3.544 -0.469
N -2.060 -3.199 -2.388 0.484
N 4.128 1.116 5.010 -0.451
N 2.168 7.070 1.047 -0.454
C 0.317 -2.641 -3.019 0.395
C 0.358 3.005 -3.251 0.372
C -0.899 2.300 -2.650 -0.786
C 1.728 -3.050 -3.344 -1.352
C 3.793 4.068 -0.271 0.322
C 3.227 0.705 4.447 0.119
C -3.656 -1.920 -1.005 -0.713
C -2.677 -2.982 -3.757 -1.062
C -2.030 2.828 4.319 0.114
C -4.153 -3.404 -1.013 -0.906
C 3.766 0.301 -1.209 -0.046
C 1.396 6.174 1.120 -0.018
C 0.381 5.080 1.185 -0.430
C 2.250 -2.751 0.408 -0.908
C 2.403 0.751 -1.765 0.424
C 3.802 3.498 1.098 -0.475
C -2.954 -4.187 -1.659 -0.701
C 2.022 0.075 3.770 0.263
C -2.989 3.440 5.396 -1.312
C -0.683 -3.681 -2.554 -0.636
C 0.945 -2.800 1.174 1.179
C -2.263 -2.027 -1.459 -0.516
B -0.388 1.224 0.790 0.486
H 2.590 -3.625 0.105 0.641
H 2.538 0.570 -2.808 0.517
H 4.472 2.719 1.299 0.443
H -0.163 -3.864 -1.592 -0.007
H 0.807 -1.947 1.304 -0.651
H -3.757 -1.531 0.033 0.326
H -0.958 1.245 -2.934 0.066
H 1.415 0.911 3.382 -0.182
H -2.065 1.150 3.223 0.277
H -3.862 3.324 4.907 0.377
H 1.526 0.181 -1.298 -0.484
H -1.254 2.637 -1.722 0.228
H 0.426 -1.779 -2.410 -0.298
H -0.891 -4.611 -2.832 0.969
H -5.108 -3.666 -1.569 0.351
H -1.633 2.829 -3.092 0.638
H -2.384 -4.673 -0.859 0.386
H 0.215 -3.372 0.537 -0.151
H -2.342 -2.268 -4.457 0.348
H 2.344 -2.222 -3.787 0.340
H 2.785 2.955 1.462 -0.129
H -0.490 5.512 1.511 0.597
H -1.537 -1.995 -0.694 0.170
H -1.087 2.878 4.663 0.401
H -1.971 3.488 3.302 0.000
H -0.048 -2.064 -3.997 0.163
H -2.987 2.694 6.214 0.288
H 2.484 -0.347 2.773 -0.174
H -4.490 -3.796 -0.214 0.607
H 1.803 -3.921 -4.109 0.308
H -3.744 -2.883 -3.722 0.429
H 3.012 -2.271 1.040 0.352
H 1.564 -0.656 4.497 0.375
H -3.292 -5.070 -2.229 0.410
H 4.009 4.474 1.790 0.325
H 0.713 4.197 1.698 0.051
H -2.672 4.415 5.741 0.369
H 2.330 1.772 -1.631 0.009
H 2.000 -3.331 -2.424 0.321
H -2.386 -3.805 -4.390 0.486
H 0.005 5.175 0.083 0.268
H -1.742 -1.171 -1.959 0.217
H -4.256 -1.381 -1.609 0.518
H 1.369 -4.274 2.691 0.300
H 2.032 -2.151 -0.409 -0.237
```

---

Record-wise max |F| values, in eV/A: 11.66, 8.01, 15.51